Record 1
Here is C30H52BrFeN3P2S as an isolated structure in a non-equilibrium geometry from OMol25. Energies are from wB97M-V/def2-TZVPD.

Output
⟨S²⟩ = 6.121
frontier orbital gap (alpha / beta) = 0.2543 / 0.1316 Ha
lowest unoccupied orbital energy (alpha / beta) = -0.197 / -0.308 hartree
E_tot = -6256.52543 hartree
ΔE to the lowest compared entry with this formula, charge and spin = 391.9 kJ/mol
charge = +2
largest force on an atom = 0.062 Eh/bohr
spin multiplicity = 5

Last column: Löwdin spin population.
CARTESIAN COORDINATES (ANGSTROEM)
N 4.38418 -7.02962 5.97024  0.00
C 3.09880 -6.82150 6.26020  0.00
C 2.34413 -5.84167 5.62763  0.00
C 2.95739 -5.05850 4.63299  0.00
C 4.32521 -5.27283 4.36812  0.00
C 4.99487 -6.28667 5.05082  0.00
C 2.23096 -4.02875 3.90238  -0.01
Fe -0.17375 0.03451 0.23621  2.92
P -1.27650 0.14967 -5.19476  0.62
C 2.77375 -3.45048 2.78564  0.00
C 1.99542 -2.57819 1.93467  -0.01
C 2.15074 -2.72486 0.53210  0.03
C 1.02486 -2.52841 -0.32044  0.00
C -0.12625 -1.99282 0.19644  -0.03
C -0.31939 -1.70042 1.60001  -0.03
C 0.83809 -1.95679 2.45008  0.02
Br -1.26784 -1.39380 -1.59283  -0.04
H 1.21340 -3.81225 4.24353  0.00
H 3.69626 -3.85342 2.34154  0.00
H 1.31274 -5.72202 5.92846  0.00
H 4.84432 -4.64049 3.66193  0.00
H 2.67750 -7.47464 7.02509  0.00
H 6.04320 -6.48818 4.84377  0.00
H 3.10887 -3.16024 0.18880  0.00
H 0.85265 -1.79409 3.54053  0.00
H 1.12528 -2.80527 -1.38325  0.00
H -1.34647 -1.41160 1.98524  0.00
P 1.38946 1.62480 0.23843  0.03
C -2.38505 -1.24759 -4.65813  0.09
C -2.74256 -2.20953 -5.82462  0.01
H -3.29499 -0.77680 -4.25383  0.00
H -1.95994 -1.75062 -3.76173  0.02
H -3.47916 -2.96377 -5.48180  0.00
H -3.18246 -1.59881 -6.64575  0.00
H -1.84145 -2.72372 -6.20059  0.00
C 0.51997 -0.31804 -5.21194  0.09
C 1.28375 0.28105 -6.41529  0.02
H 0.54411 -1.41671 -5.26628  0.00
H 1.01072 -0.08284 -4.25360  0.02
H 2.30199 -0.12792 -6.47371  0.00
H 0.74373 0.02405 -7.34165  0.00
H 1.34995 1.37253 -6.33068  0.00
C -1.58682 1.74957 -4.26023  0.08
C -2.74491 2.51987 -4.93683  0.02
H -0.63646 2.29352 -4.40940  0.00
H -1.65247 1.61955 -3.15915  0.02
H -2.76136 3.54866 -4.55894  0.00
H -2.50632 2.54992 -6.02183  0.01
H -3.72545 2.04507 -4.76824  0.00
C 0.89616 3.38565 0.25862  0.01
C 1.98355 4.36588 0.72427  0.00
H -0.03128 3.46332 0.86681  0.00
H 0.61028 3.60992 -0.78645  0.00
H 2.04780 4.45094 1.82219  0.00
H 2.98490 4.12376 0.33360  0.00
H 1.72579 5.36455 0.34693  0.00
C 2.22433 1.33614 -1.36238  0.01
C 3.46526 0.44524 -1.29807  0.00
H 2.47104 2.34025 -1.74649  0.00
H 1.46715 0.89968 -2.04354  0.00
H 4.26768 0.90293 -0.69597  0.00
H 3.23378 -0.55232 -0.88708  0.00
H 3.85472 0.29942 -2.31567  0.00
C 2.52463 1.24604 1.62440  0.00
C 1.97252 1.64511 3.00319  0.00
H 3.48000 1.73334 1.38264  0.00
H 2.70901 0.15158 1.57819  0.00
H 2.54645 1.11401 3.77936  0.00
H 2.06837 2.72601 3.20368  0.00
H 0.90941 1.36665 3.13566  0.00
C -1.98491 2.89560 3.23692  0.00
N -3.10696 2.98544 2.28838  0.01
C -4.34620 3.53768 2.83380  0.00
C -3.18516 2.03354 1.32135  0.02
S -2.07988 0.73642 1.28482  0.05
N -4.19905 2.04770 0.44421  0.01
C -4.80050 3.30838 0.01201  0.00
C -4.42584 0.86415 -0.40658  0.00
H -2.12195 3.73088 3.90963  0.00
H -1.01756 3.00753 2.72882  0.00
H -1.96366 1.94714 3.79931  0.00
H -4.58308 4.47552 2.31824  0.00
H -5.20935 2.86143 2.77334  0.00
H -4.15830 3.78305 3.89014  0.00
H -4.93323 3.25247 -1.07247  0.00
H -5.79442 3.45751 0.46925  0.00
H -4.14011 4.14717 0.26002  0.00
H -3.55818 0.66942 -1.08897  0.00
H -4.59165 -0.03689 0.24035  0.00
H -5.33822 1.10885 -0.98577  0.00

---

Record 2
Here is C30H52BrIrN3P2S as an isolated structure in a non-equilibrium geometry from OMol25. Energies are from wB97M-V/def2-TZVPD.

Output
⟨S²⟩ = 8.837
frontier orbital gap (alpha / beta) = 0.2562 / 0.1741 Ha
lowest unoccupied orbital energy (alpha / beta) = -0.383 / -0.497 hartree
E_tot = -5096.18241 hartree
ΔE to the lowest compared entry with this formula, charge and spin = 0.0 kJ/mol
charge = +4
largest force on an atom = 0.072 Eh/bohr
spin multiplicity = 6

Last column: Löwdin spin population.
CARTESIAN COORDINATES (ANGSTROEM)
N 9.98952 -4.25188 -3.79544  0.06
C 9.27364 -5.01245 -2.97408  0.22
C 8.11741 -4.53327 -2.34330  0.27
C 7.66868 -3.21733 -2.59265  0.01
C 8.45682 -2.44174 -3.47255  0.24
C 9.61220 -3.00374 -4.04561  0.23
C 6.44701 -2.71106 -1.92376  0.11
Ir 0.07006 0.10319 -0.16302  1.11
P -5.28853 0.62975 -3.40475  0.63
C 5.36737 -2.17677 -2.55655  -0.02
C 4.14790 -1.69313 -1.92485  0.12
C 3.21998 -0.97088 -2.70364  0.00
C 2.03249 -0.47141 -2.18461  0.11
C 1.77274 -0.74643 -0.83831  0.11
C 2.65463 -1.44180 -0.00137  0.07
C 3.83867 -1.91060 -0.56640  0.00
Br -2.43658 1.03166 0.81559  0.39
H 6.44024 -2.81835 -0.83166  0.00
H 5.39088 -2.10043 -3.64821  0.00
H 7.55622 -5.19099 -1.68688  0.01
H 8.20021 -1.41146 -3.70721  0.01
H 9.61627 -6.03343 -2.79468  0.01
H 10.23182 -2.41319 -4.72563  0.01
H 3.44192 -0.78978 -3.74585  0.00
H 4.52232 -2.46168 0.06272  0.00
H 1.31964 0.07967 -2.79540  0.01
H 2.40303 -1.59774 1.04752  0.00
P 0.59953 2.17278 -0.53531  0.03
C -4.63890 -1.10256 -3.22898  0.09
C -5.29815 -2.11869 -4.15901  0.01
H -4.74826 -1.40510 -2.17916  0.00
H -3.56557 -1.03380 -3.44375  0.02
H -5.20548 -3.13015 -3.75365  0.00
H -6.36274 -1.91785 -4.30192  0.00
H -4.82205 -2.12273 -5.14255  0.00
C -3.94959 1.32421 -4.49747  0.09
C -4.36137 2.52146 -5.34986  0.01
H -3.63872 0.49255 -5.14456  0.00
H -3.09708 1.57812 -3.85448  0.02
H -3.67544 2.64381 -6.19338  0.00
H -5.36732 2.40029 -5.75863  0.00
H -4.33740 3.45391 -4.78068  0.00
C -4.85911 1.32140 -1.74364  0.10
C -6.04447 1.47419 -0.78742  0.01
H -4.34864 2.28266 -1.89003  0.00
H -4.12686 0.62433 -1.31914  0.02
H -5.82806 2.22242 -0.01771  0.00
H -6.95889 1.78358 -1.30245  0.00
H -6.25459 0.53371 -0.26937  0.00
C -0.11590 3.38874 0.66065  0.00
C 0.78149 4.46029 1.26708  0.00
H -0.52333 2.77268 1.46639  0.00
H -0.98872 3.83822 0.16831  0.00
H 1.53492 4.02610 1.93180  0.00
H 1.29352 5.05988 0.50964  0.00
H 0.18368 5.15320 1.87380  0.00
C 0.07574 2.77429 -2.22078  0.01
C 1.15225 2.99414 -3.29131  0.00
H -0.46365 3.71787 -2.04568  0.00
H -0.67949 2.05705 -2.58043  0.01
H 1.57622 4.00413 -3.24243  0.00
H 1.98023 2.28277 -3.22555  0.00
H 0.72265 2.88682 -4.29589  0.00
C 2.43804 2.32314 -0.47213  0.01
C 3.14598 1.78109 0.77310  0.00
H 2.65047 3.38813 -0.60599  0.00
H 2.79274 1.80803 -1.37303  0.00
H 4.12044 1.34041 0.51373  0.00
H 3.34262 2.56659 1.51368  0.00
H 2.56614 0.99177 1.26699  0.00
C -1.29248 -2.89998 2.68848  0.01
N -1.68325 -1.85491 3.71666  0.04
C -2.17071 -2.34852 4.95212  0.01
C -1.47945 -0.54199 3.51957  0.09
S -0.53598 -0.37173 1.94471  0.68
N -1.62578 0.55259 4.26221  0.02
C -2.33693 0.63549 5.50643  0.00
C -1.04677 1.92131 3.89910  0.01
H -1.49110 -3.89423 3.09989  0.00
H -0.22143 -2.87687 2.45252  0.01
H -1.87765 -2.82175 1.76546  0.00
H -1.55438 -1.94981 5.75365  0.00
H -3.22133 -2.08587 5.04411  0.00
H -2.10542 -3.42449 4.98533  0.00
H -1.61958 0.83334 6.31014  0.00
H -3.04884 1.46841 5.48007  0.00
H -2.88705 -0.26495 5.71319  0.00
H 0.01140 1.87391 3.63363  0.00
H -1.63599 2.43488 3.13413  0.00
H -1.10845 2.58941 4.77994  0.00

---

Which formula does entry 2 have? C30H52BrIrN3P2S